{
  "formula": "C39H61MnN2OP2SSi",
  "method": "ωB97M-V/def2-TZVPD",
  "elements": ["Mn", "C", "Si", "C", "C", "C", "C", "C", "C", "P", "C", "C", "C", "C", "C", "C", "C", "C", "C", "C", "C", "C", "C", "C", "C", "C", "C", "C", "P", "C", "C", "C", "C", "C", "C", "C", "C", "C", "C", "C", "C", "H", "H", "H", "H", "H", "H", "H", "H", "H", "H", "H", "H", "H", "H", "H", "H", "H", "H", "H", "H", "H", "H", "H", "H", "H", "H", "H", "H", "H", "H", "H", "H", "H", "H", "H", "H", "H", "H", "H", "H", "H", "H", "H", "H", "H", "H", "H", "H", "H", "H", "H", "H", "H", "H", "H", "C", "N", "C", "N", "O", "H", "H", "H", "H", "H", "H", "S"],
  "xyz": [[-0.64, 0.95, -0.21], [-2.24, 1.10, 3.36], [-0.73, 0.68, 2.23], [0.71, 1.61, 2.97], [0.89, 2.01, 4.27], [2.02, 2.66, 4.69], [3.13, 2.80, 3.84], [3.02, 2.42, 2.54], [1.79, 1.90, 2.09], [1.59, 1.55, 0.29], [3.00, 0.43, -0.06], [3.05, -0.63, 1.05], [4.18, -1.65, 0.78], [4.21, -2.18, -0.67], [4.18, -1.05, -1.68], [2.91, -0.21, -1.45], [1.92, 3.22, -0.47], [2.99, 4.21, 0.12], [4.40, 3.81, -0.18], [4.60, 3.99, -1.70], [3.70, 2.96, -2.42], [2.23, 3.09, -2.01], [-0.32, -1.16, 2.44], [0.34, -1.65, 3.57], [0.59, -2.97, 3.70], [0.27, -3.89, 2.67], [-0.42, -3.46, 1.60], [-0.75, -2.09, 1.49], [-1.75, -1.33, 0.10], [-3.46, -1.53, 0.84], [-3.76, -2.57, 1.91], [-4.02, -4.00, 1.38], [-5.25, -3.99, 0.47], [-5.07, -2.90, -0.60], [-4.67, -1.51, -0.11], [-1.43, -2.26, -1.47], [-1.40, -3.79, -1.59], [-1.31, -4.30, -3.05], [-2.30, -3.61, -4.02], [-2.06, -2.16, -3.96], [-2.38, -1.71, -2.57], [-2.07, 1.03, 4.43], [-2.57, 2.10, 3.22], [-3.12, 0.44, 3.18], [0.14, 1.82, 5.06], [2.09, 2.93, 5.73], [4.10, 3.25, 4.18], [3.82, 2.48, 1.83], [3.94, 1.02, -0.08], [3.28, -0.19, 2.02], [2.08, -1.19, 1.04], [5.20, -1.26, 0.94], [4.10, -2.43, 1.54], [5.07, -2.75, -0.89], [3.34, -2.77, -0.88], [5.11, -0.49, -1.62], [4.14, -1.39, -2.70], [2.67, 0.49, -2.31], [2.03, -0.89, -1.43], [0.95, 3.71, -0.38], [2.75, 5.19, -0.35], [2.85, 4.32, 1.16], [5.07, 4.48, 0.36], [4.63, 2.75, 0.05], [4.37, 5.04, -2.01], [5.59, 3.85, -2.01], [3.68, 3.07, -3.52], [4.04, 2.00, -2.14], [1.79, 4.00, -2.41], [1.68, 2.27, -2.48], [0.58, -0.95, 4.32], [1.08, -3.46, 4.51], [0.68, -4.89, 2.70], [-0.85, -4.15, 0.86], [-3.51, -0.58, 1.35], [-2.91, -2.58, 2.63], [-4.60, -2.14, 2.48], [-3.17, -4.41, 0.93], [-4.20, -4.62, 2.28], [-5.50, -4.98, -0.01], [-6.09, -3.84, 1.11], [-4.33, -3.25, -1.32], [-5.98, -2.77, -1.21], [-4.41, -0.91, -1.01], [-5.55, -1.11, 0.35], [-0.48, -1.85, -1.70], [-0.61, -4.23, -0.97], [-2.32, -4.22, -1.24], [-0.30, -4.21, -3.42], [-1.48, -5.37, -2.97], [-2.16, -4.06, -5.00], [-3.36, -3.87, -3.66], [-1.04, -1.90, -4.21], [-2.70, -1.60, -4.63], [-2.27, -0.64, -2.52], [-3.48, -1.86, -2.37], [-2.57, 6.12, -1.42], [-1.73, 5.14, -0.74], [-1.76, 3.78, -0.86], [-2.37, 3.23, -1.91], [-1.20, 3.03, -0.01], [-3.27, 5.63, -2.07], [-1.95, 6.83, -2.03], [-3.11, 6.65, -0.67], [-1.01, 5.42, -0.08], [-2.31, 3.82, -2.71], [-1.95, 2.31, -2.08], [-0.30, 0.76, -2.37]],
  "e_tot_ev": -115073.1596,
  "e_homo_ev": [-6.233, -6.703],
  "e_above_lowest_kj_mol": 105.77,
  "e_lumo_ev": [0.3844, 0.4822],
  "orbital_gap_ev": [6.617, 7.185],
  "spin_multiplicity": 5
}

{
  "formula": "C39H62BBrLuN9O2S2",
  "method": "ωB97M-V/def2-TZVPD",
  "elements": ["Lu", "C", "C", "C", "C", "C", "C", "C", "C", "C", "N", "N", "B", "N", "N", "C", "C", "C", "C", "C", "C", "C", "C", "C", "N", "N", "C", "C", "C", "C", "C", "C", "C", "C", "C", "H", "H", "H", "H", "H", "H", "H", "H", "H", "H", "H", "H", "H", "H", "H", "H", "H", "H", "H", "H", "H", "H", "H", "H", "H", "H", "H", "H", "H", "H", "H", "H", "H", "H", "H", "H", "H", "H", "H", "H", "H", "H", "H", "H", "H", "H", "Br", "N", "C", "C", "N", "H", "H", "H", "H", "H", "H", "H", "H", "H", "O", "S", "N", "C", "C", "O", "S", "C", "C", "C", "C", "C", "C", "C", "C", "H", "H", "H", "H", "H", "H", "H"],
  "xyz": [[0.02, 0.27, -0.10], [-0.48, -2.03, 4.20], [-0.47, -2.31, 2.66], [-0.84, -3.77, 2.36], [0.90, -2.05, 2.07], [2.20, -2.31, 2.53], [3.02, -2.19, 1.43], [4.49, -2.35, 1.50], [4.96, -3.54, 0.61], [5.06, -0.93, 1.25], [2.24, -1.90, 0.38], [0.93, -1.82, 0.77], [2.45, -1.66, -1.15], [1.13, -1.95, -1.96], [0.26, -0.90, -2.17], [-0.68, -1.32, -3.05], [-0.41, -2.65, -3.41], [0.75, -2.99, -2.69], [1.48, -4.31, -2.84], [1.82, -4.89, -1.51], [2.72, -4.18, -3.76], [-1.91, -0.58, -3.31], [-1.54, 0.83, -4.02], [-2.94, -1.35, -4.19], [2.92, -0.14, -1.32], [2.31, 0.79, -0.53], [2.76, 2.00, -0.90], [3.63, 1.85, -2.01], [3.70, 0.45, -2.25], [4.34, -0.19, -3.39], [5.45, -1.19, -3.05], [3.24, -0.80, -4.25], [2.38, 3.24, -0.15], [2.45, 4.52, -1.04], [3.06, 3.40, 1.21], [-1.47, -2.24, 4.55], [-0.31, -1.02, 4.36], [0.21, -2.73, 4.71], [-1.14, -1.70, 2.03], [-0.28, -4.45, 3.03], [-0.61, -3.99, 1.31], [-1.92, -4.02, 2.47], [2.47, -2.60, 3.55], [4.73, -2.74, 2.49], [4.59, -3.35, -0.38], [4.51, -4.45, 1.01], [6.11, -3.58, 0.53], [4.69, -0.61, 0.28], [6.17, -0.93, 1.28], [4.67, -0.13, 1.87], [3.30, -2.38, -1.59], [-0.96, -3.34, -4.00], [0.77, -5.04, -3.32], [2.63, -4.42, -0.98], [2.12, -5.97, -1.63], [1.08, -4.88, -0.71], [3.51, -3.56, -3.25], [2.47, -3.69, -4.71], [3.15, -5.21, -3.93], [-2.46, -0.41, -2.35], [-1.24, 0.69, -5.03], [-0.73, 1.28, -3.43], [-2.31, 1.52, -4.03], [-2.55, -1.62, -5.17], [-3.75, -0.68, -4.42], [-3.25, -2.22, -3.69], [4.05, 2.67, -2.63], [4.79, 0.61, -3.99], [5.00, -1.99, -2.51], [6.25, -0.82, -2.43], [5.84, -1.62, -3.95], [2.72, -1.55, -3.68], [3.53, -1.32, -5.22], [2.46, -0.10, -4.67], [1.33, 3.16, 0.04], [3.43, 4.99, -0.84], [1.76, 5.30, -0.75], [2.37, 4.21, -2.08], [4.09, 3.85, 1.18], [2.39, 3.96, 1.89], [3.27, 2.41, 1.59], [-0.89, 2.69, -1.07], [-2.63, 0.84, 2.99], [-2.77, 1.46, 4.35], [-2.87, 2.98, 4.18], [-2.65, 3.62, 5.47], [-2.67, -0.19, 2.93], [-1.73, 1.14, 2.53], [-3.35, 1.22, 2.36], [-1.85, 1.29, 4.93], [-3.52, 1.04, 4.97], [-3.85, 3.32, 3.83], [-2.07, 3.25, 3.54], [-1.82, 3.23, 5.90], [-3.43, 3.55, 6.06], [0.71, 1.81, 4.39], [1.07, 1.43, 3.02], [0.00, 1.08, 2.08], [-8.33, 6.04, 0.67], [-7.69, 4.68, 0.65], [-7.54, 4.05, -0.35], [-7.23, 4.12, 2.28], [-6.12, 2.88, 1.67], [-5.01, 3.33, 0.99], [-4.24, 2.43, 0.36], [-4.43, 1.06, 0.54], [-5.52, 0.64, 1.29], [-6.43, 1.56, 1.81], [-3.34, 0.18, 0.21], [-2.26, -0.40, 0.17], [-9.21, 6.04, 0.04], [-7.63, 6.71, 0.20], [-8.44, 6.59, 1.60], [-4.78, 4.43, 1.03], [-3.34, 2.75, -0.19], [-5.66, -0.39, 1.52], [-7.34, 1.21, 2.31]],
  "e_tot_ev": -184969.1117,
  "e_homo_ev": -8.539,
  "e_above_lowest_kj_mol": 0.00,
  "e_lumo_ev": 0.2775,
  "orbital_gap_ev": 8.817
}

Q: What is the formula in the first record?
A: C39H61MnN2OP2SSi

Q: Which formula does entry 1 have?
A: C39H61MnN2OP2SSi